DFT (wB97M-V/def2-TZVPD) results for a cluster of 2 separate species, CH2INO3P in total in a non-equilibrium geometry.

Atoms and positions in Å:
C  2.793  0.161  0.035
N  1.547  0.029  -0.241
O  -2.540  0.654  1.153
O  0.483  0.117  0.381
O  -2.466  0.605  -1.442
P  -2.382  -0.022  -0.133
I  -4.079  -2.039  -0.013
H  3.551  -0.131  -0.768
H  3.093  0.626  1.027

Cartesian forces (eV/Å) of the 3 atoms listed first:
0.5 0.5 0.1
-0.5 -0.7 0.3
-0.1 0.7 1.2

Output
HOMO-LUMO gap (alpha / beta)	7.988 / 4.934	eV
2S+1	1
E_HOMO (alpha / beta)	-5.0 / -3.1	eV
ΔE to the lowest compared entry with this formula, charge and spin	63.1	kcal per mole
total charge	-1
LUMO energy (alpha / beta)	3.0 / 1.8	eV


DFT (wB97M-V/def2-TZVPD) results for a structure of composition C30H45BrN4OP2Pd in a non-equilibrium geometry.

Atoms and positions in Å:
C  5.516  0.944  -7.531
C  6.063  1.091  -6.224
C  7.413  1.514  -6.168
C  8.108  1.789  -7.360
N  7.563  1.654  -8.561
C  6.304  1.249  -8.654
C  5.317  0.831  -5.015
C  4.621  0.401  -4.108
C  3.492  0.114  -3.322
C  2.374  0.960  -3.453
C  1.382  0.933  -2.466
C  1.636  0.029  -1.439
C  2.553  -1.020  -1.447
C  3.579  -0.929  -2.400
Pd  1.653  0.845  0.489
P  0.390  2.782  0.761
H  7.947  1.638  -5.228
H  4.499  0.600  -7.712
H  9.144  2.135  -7.345
H  5.910  1.165  -9.671
H  4.396  -1.651  -2.370
H  2.311  1.686  -4.258
H  2.561  -1.811  -0.707
H  0.547  1.632  -2.459
C  -0.418  2.834  2.419
C  0.005  3.935  3.395
H  -0.263  1.836  2.853
H  -1.501  2.907  2.240
H  -0.359  3.664  4.397
H  1.098  4.065  3.451
H  -0.449  4.911  3.152
C  1.976  3.659  0.470
C  2.088  4.539  -0.765
H  2.729  2.848  0.290
H  2.273  4.163  1.393
H  3.130  4.843  -0.874
H  1.810  3.990  -1.668
H  1.491  5.446  -0.704
C  -0.836  3.609  -0.303
C  -1.288  4.970  0.243
H  -1.672  2.907  -0.443
H  -0.392  3.730  -1.300
H  -1.925  5.459  -0.503
H  -1.859  4.874  1.173
H  -0.467  5.677  0.438
Br  -0.518  -0.613  1.410
P  3.927  -0.116  2.398
C  3.142  1.505  2.762
C  3.777  2.283  3.925
H  2.081  1.280  2.950
H  3.240  2.085  1.820
H  3.535  3.360  3.816
H  3.376  1.925  4.886
H  4.880  2.160  3.926
C  2.631  -1.417  2.328
C  3.004  -2.613  3.223
H  2.496  -1.705  1.278
H  1.662  -0.968  2.627
H  2.090  -3.194  3.404
H  3.738  -3.269  2.732
H  3.420  -2.276  4.187
C  4.701  0.033  0.743
C  6.219  0.287  0.764
H  4.154  0.833  0.220
H  4.472  -0.911  0.222
H  6.621  0.028  -0.225
H  6.457  1.344  0.953
H  6.724  -0.332  1.520
C  -1.695  -3.972  -0.832
N  -1.903  -2.595  -1.125
C  -3.161  -2.106  -1.220
C  -3.342  -0.770  -1.416
C  -2.159  -0.004  -1.656
N  -0.953  -0.501  -1.601
C  -0.746  -1.818  -1.375
O  0.337  -2.398  -1.314
N  -2.275  1.357  -1.858
H  -2.526  -4.355  -0.247
H  -0.757  -4.057  -0.283
H  -1.597  -4.538  -1.759
H  -3.944  -2.864  -1.118
H  -4.315  -0.297  -1.390
H  -3.228  1.646  -2.045
H  -1.583  1.764  -2.495

Cartesian forces (eV/Å) of the 3 atoms listed first:
0.2 0.2 0.3
1.0 0.4 -0.9
-0.1 0.1 -0.3

Output
HOMO-LUMO gap (alpha / beta)	5.759 / 4.089	eV
<S²>	2.1493
2S+1	3
E_HOMO (alpha / beta)	-13.1 / -13.1	eV
total charge	+2
LUMO energy (alpha / beta)	-7.3 / -9.0	eV


DFT (wB97M-V/def2-TZVPD) results for a cluster of 2 separate species, C3H7F2N in total in a non-equilibrium geometry.

Atoms and positions in Å:
C  0.494  -1.380  0.910
C  -0.443  -0.708  -1.182
C  -0.606  -0.940  0.272
N  0.613  2.067  0.416
F  0.259  3.368  -0.147
F  1.297  2.151  1.580
H  0.356  -1.730  2.005
H  1.285  -1.544  0.176
H  -0.523  1.619  0.581
H  -1.013  -1.465  -1.706
H  0.611  -0.895  -1.666
H  -0.713  0.241  -1.767
H  -1.617  -0.783  0.527

Cartesian forces (eV/Å) of the 3 atoms listed first:
-2.7 -0.5 1.4
1.7 0.5 -3.9
2.3 0.3 -1.2

Output
HOMO-LUMO gap	10.709	eV
2S+1	1
E_HOMO	-9.9	eV
ΔE to the lowest compared entry with this formula, charge and spin	157.9	kcal per mole
SMILES	C=CC.FNF
total charge	0
LUMO energy	0.8	eV